# 1
Molecular formula: C26H28N6O4PRhS3
Method: DFT, the ωB97M-V functional and the def2-TZVPD basis

Computed properties:
HOMO-LUMO gap (alpha / beta)	0.2481 / 0.2468	Eh
highest occupied orbital energy (alpha / beta)	-4.553 / -4.708	eV
2S+1	2
<S²>	0.756
energy	-89356.287	eV
charge	-1
strongest force on any atom	2.3	eV/A
energy above the lowest of the compared OMol25 structures with the same formula, charge and spin	0.0	kcal/mol

Last column: Mulliken spin population.
Atoms and positions in Å:
Rh  1.29571  -1.00012  0.76386  0.889
N  -0.77290  -4.31758  -0.95844  0.001
C  0.11964  -3.58344  -0.26563  0.000
S  1.08744  -2.48552  -1.16552  0.077
N  0.21460  -3.81372  1.03714  -0.004
N  1.01036  -2.93130  1.62582  -0.006
C  1.30856  -3.08680  2.84335  0.012
C  2.12393  -2.05929  3.49047  0.004
C  2.46787  -2.11974  4.83148  -0.004
C  3.14755  -1.05928  5.40778  0.009
C  3.48416  0.02718  4.62435  -0.003
C  3.13861  -0.00774  3.28799  0.010
N  2.48563  -1.03123  2.73633  -0.013
H  -1.16550  -3.79324  -1.72694  0.000
H  -1.46968  -4.76248  -0.37768  0.001
H  0.93374  -3.94375  3.39380  -0.001
H  2.17308  -2.98747  5.40891  0.000
H  3.40108  -1.07440  6.45955  0.001
H  3.99272  0.88737  5.04095  0.000
H  3.39125  0.80845  2.61923  -0.001
C  3.45272  4.26113  -1.11428  0.001
C  4.25204  3.06311  -1.59357  -0.001
O  3.46104  2.23765  -2.45643  0.000
P  2.76335  0.85196  -1.98484  -0.008
S  1.48541  0.36032  -3.34863  0.000
S  2.22933  1.09854  -0.03009  -0.015
O  4.06764  -0.08850  -1.97742  0.001
C  4.23735  -1.28676  -1.22147  -0.037
C  4.32665  -2.47186  -2.15538  -0.001
H  4.11403  4.99167  -0.63518  0.000
H  2.68869  3.94988  -0.40256  0.000
H  2.95871  4.73499  -1.96592  0.000
H  4.62358  2.47822  -0.74957  -0.001
H  5.10089  3.38872  -2.19350  0.000
H  3.42126  -1.41893  -0.52353  0.008
H  5.15803  -1.17006  -0.64457  -0.002
H  3.41971  -2.54031  -2.75808  0.000
H  4.42611  -3.39141  -1.57172  0.000
H  5.18772  -2.37184  -2.81971  0.000
O  -0.26179  0.81952  2.26838  0.013
C  -1.06231  0.46255  1.40371  -0.001
N  -2.23200  1.13298  1.09826  -0.001
C  -2.83297  0.58772  -0.10132  0.005
C  -1.93704  -0.69380  -0.29206  -0.008
O  -2.18949  -1.53397  -1.13929  0.005
N  -0.91682  -0.65341  0.59978  0.070
C  -2.64907  1.53878  -1.27804  -0.007
C  -1.50561  1.46494  -2.07031  -0.002
C  -1.29980  2.38265  -3.09272  -0.001
C  -2.23337  3.38377  -3.33176  0.000
C  -3.37649  3.46419  -2.54275  0.000
C  -3.58156  2.54609  -1.51990  -0.001
C  -4.27649  0.12363  0.09162  0.005
C  -4.98968  -0.36057  -1.00606  0.000
C  -6.26994  -0.87020  -0.84327  0.000
C  -6.85796  -0.90444  0.41762  0.000
C  -6.15377  -0.42569  1.51169  0.000
C  -4.86528  0.08015  1.34963  0.001
H  -2.33168  2.10027  1.35056  0.001
H  -0.76142  0.68897  -1.90475  0.002
H  -0.40165  2.30025  -3.69577  0.000
H  -2.07310  4.09980  -4.13040  0.000
H  -4.11004  4.24178  -2.72443  0.000
H  -4.47692  2.60668  -0.90920  0.000
H  -4.52387  -0.34879  -1.98332  0.000
H  -6.80928  -1.24991  -1.70397  0.000
H  -7.85577  -1.30988  0.54360  0.000
H  -6.60186  -0.45172  2.49879  0.000
H  -4.30508  0.43523  2.20535  0.000

Forces on the atoms, in the same order (eV/Å):
0.6 -1.9 -0.1
-0.5 -0.3 -0.2
0.5 0.2 0.3
-0.2 0.6 0.2
-0.4 -0.5 -0.5
-0.7 1.8 -1.2
0.8 0.0 1.6
-0.5 -0.7 0.0
0.1 -0.1 0.5
-0.2 -0.4 0.1
0.1 0.2 -0.1
0.1 0.0 -0.2
0.1 1.3 -0.6
0.0 -0.1 -0.1
0.1 0.0 0.0
0.1 -0.1 0.0
0.0 0.1 0.0
0.0 -0.1 0.0
0.0 0.0 -0.1
-0.1 0.0 0.0
0.0 0.0 -0.1
-0.1 -0.1 0.0
-0.3 -0.1 0.3
0.4 0.2 -0.2
0.1 -0.2 0.1
-0.6 -0.2 0.0
0.3 0.2 0.0
0.2 -0.1 -0.2
0.0 0.0 -0.1
-0.1 -0.1 0.0
0.0 0.0 0.0
0.1 0.0 0.1
0.0 0.0 0.0
0.1 0.0 0.0
-0.1 0.0 0.2
0.0 0.0 0.0
0.1 0.0 0.0
0.0 0.0 -0.1
0.0 0.0 0.0
-0.4 -0.1 -0.3
0.2 0.1 0.0
-0.1 -0.2 0.1
-0.2 -0.3 0.1
0.2 0.1 0.0
0.1 0.1 0.2
0.0 0.5 0.3
0.0 0.0 -0.1
0.0 0.0 0.0
-0.1 0.1 0.0
-0.1 -0.1 0.1
0.1 0.0 0.0
0.0 0.0 0.0
0.2 0.0 0.0
-0.1 0.0 0.0
0.1 0.0 0.0
0.0 0.0 0.0
0.1 0.0 0.0
-0.1 0.0 0.0
0.1 0.1 0.0
-0.1 0.1 0.0
-0.1 0.0 0.1
0.0 0.0 0.0
0.0 0.0 0.0
0.0 0.0 0.0
0.0 0.0 0.0
0.0 0.0 0.0
0.0 0.0 0.0
0.0 0.0 0.0
0.0 0.0 0.0

=====

# 2
Molecular formula: C5H7NO
Method: DFT, the ωB97M-V functional and the def2-TZVPD basis

Computed properties:
HOMO-LUMO gap	0.3943	Eh
highest occupied orbital energy	-9.661	eV
energy	-8833.912	eV
charge	0
strongest force on any atom	1.8	eV/A
energy above the lowest of the compared OMol25 structures with the same formula, charge and spin	52.8	kcal/mol

Last column: natural (NBO) charge in e.
Atoms and positions in Å:
H  -1.64371  2.34507  -1.20949  0.365
N  -0.92050  2.23967  -0.50301  -0.693
C  -0.65689  1.08596  -0.07329  0.583
O  -1.36627  -0.18433  -0.34549  -0.553
C  -0.76779  -1.24215  0.45951  -0.065
C  0.67085  -0.79851  0.60001  -0.259
C  1.09227  -0.19462  -0.69361  -0.407
C  0.65743  0.68207  0.48059  -0.322
H  -0.80877  -2.24609  -0.00124  0.195
H  -1.30647  -1.28439  1.40873  0.184
H  1.37614  -1.29420  1.25335  0.238
H  0.22505  -0.30500  -1.36194  0.247
H  2.10799  -0.12578  -1.05138  0.232
H  1.34067  1.32228  1.03727  0.255

Forces on the atoms, in the same order (eV/Å):
-0.4 -0.3 0.5
0.1 -0.8 0.0
-0.6 -0.6 -0.2
-0.1 1.3 0.8
0.0 0.2 0.2
0.0 -0.1 0.2
0.4 -0.2 -0.1
-0.2 0.1 -0.1
-0.4 0.7 -0.4
0.1 0.0 0.1
-0.2 0.0 0.0
1.6 0.1 -0.6
0.0 -0.3 0.1
-0.4 0.0 -0.5

=====

# 3
Molecular formula: CH3ClO2PS
Method: DFT, the ωB97M-V functional and the def2-TZVPD basis

Computed properties:
HOMO-LUMO gap (alpha / beta)	0.1371 / 0.2403	Eh
highest occupied orbital energy (alpha / beta)	-0.143 / -5.023	eV
2S+1	3
<S²>	2.008
energy	-37826.205	eV
charge	-1
strongest force on any atom	2.8	eV/A
energy above the lowest of the compared OMol25 structures with the same formula, charge and spin	40.6	kcal/mol

Last column: Mulliken spin population.
Atoms and positions in Å:
C  -0.58507  0.97755  0.16794  -0.014
O  0.56769  1.37871  0.82975  0.004
O  1.23039  -1.07007  0.46724  0.248
P  0.90338  -1.38229  -0.95893  1.032
S  -0.26639  0.45533  -1.53554  0.373
Cl  -0.73267  -2.74973  -0.59978  0.304
H  -1.40184  1.85300  0.28574  0.023
H  1.18802  0.51681  0.73683  0.025
H  -0.90351  0.02069  0.60675  0.007

Forces on the atoms, in the same order (eV/Å):
-1.0 0.7 1.1
1.7 -1.2 -0.1
0.8 -0.2 1.5
0.1 1.5 -1.8
0.3 0.6 -1.1
-1.2 -1.9 0.5
1.7 -2.1 -0.7
-1.6 2.1 0.5
-0.7 0.6 0.2

=====

# 4
Molecular formula: C3H6F3OSm
Method: DFT, the ωB97M-V functional and the def2-TZVPD basis

Computed properties:
HOMO-LUMO gap (alpha / beta)	0.2161 / 0.2280	Eh
highest occupied orbital energy (alpha / beta)	-6.369 / -7.130	eV
2S+1	8
<S²>	15.758
energy	-31302.392	eV
charge	0
strongest force on any atom	2.8	eV/A
energy above the lowest of the compared OMol25 structures with the same formula, charge and spin	37.1	kcal/mol

Last column: Mulliken spin population.
Atoms and positions in Å:
H  1.15665  1.66069  0.78684  0.005
C  1.32964  0.78012  0.14452  0.036
F  -0.64513  0.77390  0.83762  -0.012
F  2.10220  1.53514  -0.70357  0.002
F  1.22237  -0.31186  -0.66450  0.002
Sm  -1.77870  0.12018  3.36612  7.017
C  3.36461  1.26984  3.08026  -0.004
O  3.18694  0.34918  2.03307  0.003
C  1.88721  -0.20307  1.95088  -0.049
H  4.32236  1.77878  2.91805  0.000
H  2.53330  1.98999  3.17943  0.003
H  3.39042  0.72243  4.03867  0.000
H  1.68105  -1.16259  1.45587  -0.006
H  1.89394  -0.76180  2.91223  0.003

Forces on the atoms, in the same order (eV/Å):
-2.2 -1.2 -0.3
1.8 1.0 0.5
-1.9 -0.7 1.6
1.6 -0.3 -0.2
-1.7 0.9 2.1
1.1 0.4 -1.9
-0.3 -0.6 0.3
1.0 -0.1 -1.2
0.6 -0.7 -0.5
-0.3 -0.1 0.0
0.2 0.0 -0.3
0.2 0.2 0.0
1.7 0.0 -1.2
-1.9 1.2 1.1